Computed, not measured: one molecule with the formula C3H3N3O2 at a distorted geometry, with the ωB97M-V functional and the def2-TZVPD basis.

Geometry as ORCA input:
```
! wB97M-V def2-TZVPD RIJCOSX def2/J DEFGRID3
* xyz 0 1
O -1.41 1.66 -1.12
C -1.07 1.01 -0.11
O -1.67 1.19 0.99
C -0.03 -0.04 -0.22
C 0.65 -0.67 0.90
N 1.45 -1.48 0.42
N 1.57 -1.36 -0.92
N 0.52 -0.65 -1.37
H -1.14 0.67 1.74
H 0.67 -0.14 1.95
H 0.45 -0.19 -2.26
*
```

The frontier orbital gap is 9.657 eV. The calculation puts the LUMO energy at -0.0151 Eh. As for the molar mass: 113.1 g/mol. Its energy above the lowest of the compared OMol25 structures with the same formula, charge and spin is 86.5 kcal per mole. The total energy comes out at -11722.208 eV. As for the SMILES: O=C(O)c1cnn[nH]1.